Here is a single C13H15ClF10O4S molecule from the Open Molecules 2025 dataset. Energies are from ωB97M-V/def2-TZVPD.

For the gap between HOMO and LUMO, the calculation gives 11.4 eV. The calculation puts the LUMO energy at 0.0053 Eh. The value obtained for the max |F| is 0.0110 Eh/bohr.

Geometry as ORCA input:
```
! wB97M-V def2-TZVPD RIJCOSX def2/J DEFGRID3
* xyz 0 1
C 2.48 2.08 1.87
C 3.09 1.59 0.55
Cl 4.43 2.71 0.06
C 2.11 1.46 -0.63
C 1.76 0.03 -1.06
C 3.01 -0.71 -1.53
O 0.91 0.18 -2.22
C -0.01 -0.80 -2.27
O -0.74 -1.01 -3.17
O 0.01 -1.51 -1.11
C 0.81 -0.82 -0.14
C -0.11 0.05 0.72
C -1.32 -0.69 1.33
C -2.65 -0.70 0.59
F -3.59 -1.08 1.48
F -2.66 -1.60 -0.40
C -3.04 0.68 -0.03
F -2.28 0.88 -1.10
F -2.74 1.63 0.87
S -4.87 0.98 -0.53
F -5.13 -0.58 -0.64
F -4.50 1.02 -2.06
F -4.63 2.55 -0.45
F -5.27 0.96 1.01
F -6.37 1.24 -0.89
C 1.51 -1.86 0.76
C 1.45 -3.31 0.33
O 1.07 -4.21 1.00
F 1.90 -3.53 -0.93
H 3.16 2.77 2.38
H 2.29 1.24 2.54
H 1.54 2.60 1.70
H 3.61 0.65 0.72
H 1.21 2.04 -0.42
H 2.56 1.90 -1.52
H 3.44 -0.14 -2.36
H 3.77 -0.81 -0.75
H 2.75 -1.71 -1.89
H 0.50 0.42 1.55
H -0.43 0.93 0.17
H -1.54 -0.28 2.32
H -1.09 -1.75 1.47
H 2.56 -1.60 0.90
H 1.05 -1.86 1.75
*
```